{"formula": "C8H11ClO4S", "method": "ωB97M-V/def2-TZVPD", "smiles": "CO[C@@H]1C=CC=C[C@@]1(OC)S(=O)(=O)Cl", "e_above_lowest_kj_mol": 75.9, "molar_mass_g_mol": 238.7, "homo_ev": -9.24, "lumo_ev": -0.33, "elements": ["C", "C", "C", "C", "C", "C", "C", "C", "O", "O", "O", "O", "S", "Cl", "H", "H", "H", "H", "H", "H", "H", "H", "H", "H", "H"], "coordinates": [[-1.410045, -2.194945, -0.662394], [-0.147752, -2.447095, 0.027939], [-1.739544, -0.936423, -1.017282], [0.573838, -1.425642, 0.556627], [-0.711337, 0.216069, -1.027523], [0.264947, -0.040369, 0.154887], [-0.653076, 2.502995, -1.157038], [0.036540, 0.189514, 2.584717], [2.213801, 1.738669, -1.030622], [2.304817, -0.630892, -1.530476], [-1.469739, 1.365701, -1.096345], [0.070879, 0.783846, 1.292678], [1.994830, 0.409403, -0.583400], [3.201276, 0.154486, 1.042168], [-2.235612, -3.041011, -0.685133], [0.238070, -3.521884, 0.045018], [-2.773321, -0.740929, -1.293009], [1.602379, -1.379887, 1.072573], [-0.037741, -0.052150, -1.927607], [-1.176744, 3.291225, -1.704036], [0.280555, 2.319678, -1.633073], [-0.538813, 2.954057, -0.115340], [0.163688, 1.140083, 3.197579], [0.880158, -0.438000, 2.762962], [-0.932061, -0.216507, 2.726121]], "atomic_forces_ev_per_a": [[-2.073, -0.323, 0.305], [1.850, -1.059, 0.300], [0.320, -0.973, 0.182], [0.719, -1.224, -0.981], [-0.576, -3.180, -0.651], [0.268, 1.878, 1.870], [-0.977, 2.406, 1.504], [0.532, 3.148, 0.331], [-0.076, 0.829, 0.363], [-0.112, 0.145, 0.561], [0.740, -0.282, 0.052], [0.081, 0.026, -2.011], [0.263, -0.926, -1.374], [0.489, 0.271, 0.433], [1.967, 1.829, -0.037], [-0.653, 1.624, 0.456], [0.353, 0.359, -0.271], [-2.115, -1.428, -0.702], [-1.081, 0.983, 0.650], [-0.113, -0.261, -0.211], [0.587, -0.058, -0.216], [0.346, -0.805, -1.178], [-0.294, -1.488, -0.199], [0.248, -0.658, 0.329], [-0.693, -0.834, 0.496]]}

---

{"formula": "C8H11F12MgN3O9S4", "method": "ωB97M-V/def2-TZVPD", "e_above_lowest_kj_mol": 876.8, "molar_mass_g_mol": 673.7, "homo_ev": -10.08, "lumo_ev": -5.59, "elements": ["Mg", "C", "F", "F", "F", "S", "O", "O", "N", "S", "O", "O", "C", "F", "F", "F", "C", "F", "F", "F", "S", "O", "O", "N", "S", "O", "O", "C", "F", "F", "F", "C", "C", "C", "O", "C", "N", "H", "H", "H", "H", "H", "H", "H", "H", "H", "H", "H"], "coordinates": [[-19.064650, -18.578750, 2.289910], [-17.063560, -13.536280, 3.468890], [-16.352100, -12.681270, 4.111250], [-18.213570, -12.939150, 3.088800], [-16.357530, -13.965010, 2.380050], [-17.523480, -15.018970, 4.606250], [-17.299560, -14.594260, 6.041070], [-18.947180, -15.342500, 4.229470], [-16.735950, -16.475780, 4.008900], [-15.350050, -16.203150, 4.757760], [-14.593060, -15.018230, 4.344280], [-15.382290, -16.524900, 6.165280], [-14.126000, -17.640510, 4.068670], [-12.795370, -17.411660, 4.347140], [-14.385950, -18.805340, 4.668770], [-14.311030, -17.780000, 2.734730], [-18.936620, -21.748410, -1.783800], [-19.137270, -20.708680, -2.630270], [-20.039850, -21.698750, -1.062820], [-18.788000, -22.858620, -2.428600], [-17.416180, -21.272570, -0.582610], [-16.316090, -22.172720, -1.064710], [-17.202580, -19.815430, -0.644090], [-18.042700, -21.478650, 1.047600], [-17.601220, -23.011030, 1.266870], [-18.392060, -23.912410, 0.420360], [-16.179830, -23.316080, 1.337800], [-18.264840, -23.277090, 3.100370], [-18.133110, -22.185020, 3.829540], [-19.601830, -23.543760, 2.948480], [-17.646920, -24.335980, 3.586200], [-24.366220, -19.101150, 2.499640], [-22.961840, -18.836030, 1.927250], [-22.801270, -17.632740, 1.070960], [-21.460730, -17.633860, 0.612160], [-21.266760, -16.508270, -0.178710], [-22.035710, -18.915020, 3.067090], [-24.734350, -18.435770, 3.280570], [-24.267870, -20.018900, 3.079430], [-25.089550, -19.209820, 1.691510], [-22.726440, -19.711180, 1.321610], [-23.086140, -16.693630, 1.545330], [-23.549290, -17.721020, 0.283080], [-20.222280, -16.421620, -0.478150], [-21.337080, -15.615490, 0.442670], [-21.870370, -16.486070, -1.086050], [-22.227960, -19.767470, 3.573520], [-22.425720, -18.342980, 3.802450]], "atomic_forces_ev_per_a": [[-0.619, -0.301, -0.138], [0.071, -0.801, -1.165], [0.581, 0.678, 0.691], [0.762, -0.711, -0.022], [-1.320, 0.369, 0.967], [-3.843, -1.407, 1.925], [-0.374, -1.036, -4.755], [2.350, 0.680, 0.265], [-0.769, 3.019, 0.908], [5.697, -2.074, 0.932], [-1.706, -0.860, 0.219], [-0.166, 0.126, -0.848], [0.062, 0.452, 0.409], [-1.993, 0.413, -0.715], [-0.452, 0.147, -0.286], [0.401, 0.047, 0.724], [0.118, 2.430, 0.719], [1.124, -0.451, -0.424], [-0.618, -1.081, 0.942], [0.165, -0.168, 0.071], [1.848, 0.257, -0.981], [-3.219, 2.585, 1.444], [-0.883, -1.456, -0.077], [1.298, 0.398, -2.599], [0.248, -3.614, 1.654], [0.587, 1.273, 0.976], [-1.580, 0.868, 0.519], [-0.748, -0.523, -3.374], [0.173, 0.014, 0.715], [0.999, 0.207, 0.759], [-0.303, 0.625, 0.486], [0.235, -0.223, -0.111], [-0.846, -1.339, 1.090], [-0.312, -0.219, 0.450], [-0.127, -0.547, 0.271], [1.597, 1.531, -0.447], [1.197, 0.419, 0.530], [0.149, 0.768, -0.423], [-0.319, -0.470, -0.467], [-0.167, -0.080, 0.257], [0.047, 0.059, -0.280], [0.446, 0.197, 0.485], [0.327, -0.159, -0.636], [0.125, -0.629, -0.290], [-0.814, 0.294, -0.128], [-0.256, 0.012, 0.211], [0.463, -1.065, -0.540], [0.366, 1.345, 0.090]]}

---

{"formula": "C8H11F6O11S2V", "method": "ωB97M-V/def2-TZVPD", "e_above_lowest_kj_mol": 0.0, "spin_multiplicity": 5, "molar_mass_g_mol": 512.2, "homo_ev": [-0.45, -2.64], "lumo_ev": [4.52, 2.91], "total_charge": -2, "elements": ["V", "C", "C", "O", "O", "H", "H", "H", "C", "C", "O", "O", "H", "H", "H", "C", "C", "O", "H", "H", "H", "H", "H", "C", "F", "F", "F", "S", "O", "O", "O", "C", "F", "F", "F", "S", "O", "O", "O"], "coordinates": [[-0.219079, 0.286220, 0.401022], [3.788121, -1.520790, 0.530242], [2.425931, -0.790340, 0.556372], [1.551601, -0.928420, 1.449812], [2.039951, -0.088120, -0.377848], [4.495101, -0.893110, -0.012238], [3.677281, -2.431990, -0.057558], [4.177701, -1.884130, 1.481202], [-3.685859, -0.649260, 2.160472], [-2.371299, 0.056070, 1.840962], [-2.427319, 0.964310, 1.050142], [-1.234649, -0.261970, 2.272062], [-3.719029, -1.707590, 1.901732], [-4.542729, -0.151720, 1.706252], [-3.826719, -0.662110, 3.241262], [-0.157799, -3.994490, -1.654058], [-1.126389, -2.860340, -1.526888], [-0.593189, -1.672010, -0.849958], [0.668601, -3.666900, -2.284808], [-0.604389, -4.866860, -2.131188], [0.155361, -4.163710, -0.623828], [-1.937659, -3.269410, -0.924728], [-1.405659, -2.439750, -2.492918], [-2.212689, 1.649400, -3.371818], [-3.153269, 2.013470, -2.447658], [-2.332619, 0.387420, -3.778178], [-2.451289, 2.352890, -4.498638], [-0.488649, 1.943860, -2.751638], [0.274671, 1.001520, -3.567948], [-0.115359, 3.334580, -2.954938], [-0.556129, 1.410370, -1.343308], [2.898431, 3.114540, 2.285062], [3.485421, 3.453600, 3.460072], [3.091091, 4.118290, 1.427842], [3.627441, 2.115390, 1.779152], [1.000421, 2.733210, 2.480002], [0.625901, 1.864840, 1.386792], [0.874241, 2.069360, 3.754132], [0.304491, 4.033680, 2.485572]], "atomic_forces_ev_per_a": [[0.276, 0.439, 0.501], [-0.469, 0.186, -0.277], [-1.914, -0.247, 0.988], [0.914, -1.927, 1.987], [1.234, 1.083, -3.031], [0.132, 0.000, 0.219], [-0.257, -0.011, -0.281], [-0.175, 0.542, 0.217], [-0.105, -0.348, 1.085], [0.636, -1.356, 0.898], [-0.882, 2.813, -3.379], [-0.083, -2.268, 1.287], [0.371, -0.022, -0.337], [0.255, 0.112, -0.081], [-0.051, 0.142, 0.202], [0.899, 0.767, -0.123], [0.434, 1.668, 1.180], [-0.588, -2.104, -0.908], [0.308, -0.180, 0.250], [-0.193, -0.037, 0.279], [0.416, -0.590, -0.235], [-0.728, 0.690, -0.211], [-0.535, 0.017, -0.055], [-0.127, 1.135, 0.041], [0.678, -0.851, -1.084], [-0.584, -0.476, 0.936], [-0.070, 0.548, 0.228], [2.768, -2.087, 1.459], [-0.804, 0.745, -0.118], [-1.259, -0.891, 0.550], [-0.628, 1.778, -2.520], [-0.344, -0.242, -0.350], [-0.546, 0.007, -0.252], [-0.250, 0.706, 0.042], [-0.341, -0.632, 0.299], [-2.204, 0.925, 1.704], [1.000, 0.978, -0.639], [1.079, -0.002, 0.193], [1.737, -1.008, -0.665]]}

---

{"formula": "C8H11HfN2S2", "method": "ωB97M-V/def2-TZVPD", "e_above_lowest_kj_mol": 0.0, "molar_mass_g_mol": 377.8, "homo_ev": -18.22, "lumo_ev": -13.48, "total_charge": 3, "elements": ["C", "C", "C", "C", "S", "C", "S", "N", "C", "C", "N", "C", "H", "H", "H", "H", "H", "H", "H", "H", "H", "H", "H", "Hf"], "coordinates": [[-2.971286, 2.445442, -0.682803], [-1.764811, 2.274678, -1.664313], [-0.518462, 1.735178, -0.815759], [0.328316, 0.594168, -1.580746], [-0.354648, -1.087459, -1.215949], [0.686603, -1.980209, -0.018074], [1.276734, -3.524910, -0.477206], [1.052599, -1.541770, 1.235201], [1.302869, -2.381330, 2.377422], [1.695909, -1.444432, 3.423069], [1.673870, -0.064082, 2.948076], [1.305267, -0.191334, 1.678929], [-3.859628, 2.963102, -1.148337], [-3.295632, 1.435601, -0.300199], [-2.108067, 1.540115, -2.470003], [-1.563119, 3.282462, -2.132179], [0.157395, 2.603384, -0.565661], [-0.929514, 1.235238, 0.111194], [1.423525, 0.712046, -1.374144], [0.193607, 0.800808, -2.687937], [1.226687, -3.487058, 2.475436], [2.007370, -1.655074, 4.479651], [1.195502, 0.645914, 0.941557], [1.838918, -4.910478, -2.537226]], "atomic_forces_ev_per_a": [[-0.887, -3.944, -6.497], [0.361, 2.278, 3.162], [0.267, -0.946, -0.368], [-0.285, 2.031, 0.096], [1.152, -0.509, 0.043], [0.640, 2.233, 0.699], [0.172, -1.405, -0.370], [-0.567, -1.757, -0.474], [1.762, 2.623, 3.145], [-0.842, -1.411, -2.431], [-0.868, -2.818, -3.313], [0.034, 1.870, 1.594], [0.884, 1.026, 1.649], [0.622, 1.430, 1.575], [-0.422, 0.580, 0.993], [-0.068, -1.259, 0.075], [-0.842, -0.930, -0.152], [0.612, 0.894, -0.750], [-1.007, -0.458, -0.088], [0.238, -0.863, 1.122], [-0.080, 1.204, -0.578], [-0.556, 0.128, -1.289], [0.206, -1.031, 1.027], [-0.525, 1.034, 1.130]]}

---

{"formula": "C8H11INO2PS", "method": "ωB97M-V/def2-TZVPD", "e_above_lowest_kj_mol": 135.8, "molar_mass_g_mol": 343.1, "homo_ev": -9.21, "lumo_ev": -1.41, "elements": ["C", "C", "C", "C", "C", "C", "C", "C", "N", "O", "O", "P", "S", "I", "H", "H", "H", "H", "H", "H", "H", "H", "H", "H", "H"], "coordinates": [[2.185755, -1.458421, -1.145977], [1.804860, -0.200975, 0.847686], [3.509349, -1.165776, -1.122996], [3.146508, 0.195616, 0.849193], [1.337104, -1.069482, -0.146256], [4.015837, -0.339456, -0.069681], [-3.255211, -1.853536, -0.327792], [-0.520053, 2.026701, -0.274718], [-1.462277, -0.440669, 0.111967], [-0.618425, -2.665764, -0.972647], [-0.542684, -2.230583, 1.444212], [-1.634295, 0.688724, -1.161770], [-0.451708, -1.739971, 0.118818], [6.182803, 0.013769, 0.027418], [1.705791, -2.059579, -1.909871], [1.002078, 0.221117, 1.425334], [4.048184, -1.440420, -2.085635], [3.518264, 0.998528, 1.410448], [-3.919976, -1.302997, -1.001153], [-2.711379, -2.565714, -0.926401], [-3.469400, -2.014464, 0.677188], [-0.143405, 2.624525, -1.051721], [0.312203, 1.563371, 0.240199], [-1.153554, 2.632552, 0.475129], [-0.439424, 0.256727, -1.805416]], "atomic_forces_ev_per_a": [[-1.944, -1.341, -0.447], [-0.441, -0.355, -1.188], [1.968, 1.001, -0.931], [-0.553, -0.414, -0.568], [-1.341, 0.689, 2.219], [0.768, -1.279, -1.821], [1.878, 1.748, -1.786], [-2.659, -0.416, 1.250], [-2.813, -2.701, -0.545], [-0.016, 0.085, -0.325], [0.178, -0.671, 1.079], [2.470, 1.171, 0.794], [2.062, 1.284, -1.186], [-1.644, -0.094, -0.086], [0.463, -0.070, -0.320], [0.454, 0.193, 0.965], [-0.069, 0.302, 1.846], [0.203, 0.736, 1.335], [0.203, 0.511, 0.816], [0.226, -0.382, 0.492], [-0.413, -0.286, 1.425], [0.457, 1.180, -0.939], [-0.162, -0.047, -0.071], [1.042, -0.854, -1.267], [-0.316, 0.011, -0.740]]}

---

{"formula": "C8H11N", "method": "ωB97M-V/def2-TZVPD", "smiles": "C=N[C@@]12C=CCC[C@@H]1C2", "e_above_lowest_kj_mol": 222.3, "molar_mass_g_mol": 121.2, "homo_ev": -8.96, "lumo_ev": 1.09, "elements": ["C", "C", "C", "C", "C", "C", "C", "C", "N", "H", "H", "H", "H", "H", "H", "H", "H", "H", "H", "H"], "coordinates": [[-0.991492, -1.333459, -0.659796], [0.102823, -0.870971, -1.242905], [2.591180, -0.664706, 0.948936], [-1.647758, -0.797046, 0.612531], [-1.593776, 0.712412, 0.422651], [0.384472, 1.593813, -0.906010], [-0.118112, 1.146358, 0.338539], [0.772860, 0.256208, -0.519635], [2.364097, 0.002371, -0.100492], [-1.482880, -2.174330, -1.046961], [0.594854, -1.245689, -2.072887], [3.654231, -0.674590, 1.171127], [1.831677, -1.097378, 1.709914], [-2.574936, -1.349856, 0.580586], [-0.941554, -1.043076, 1.410059], [-2.183890, 0.872260, -0.533638], [-1.912364, 1.226233, 1.284151], [-0.395928, 1.705239, -1.714866], [1.193686, 2.297425, -1.030769], [0.352812, 1.438786, 1.349471]], "atomic_forces_ev_per_a": [[0.381, -0.336, 0.178], [-0.017, 1.145, 3.041], [-0.981, 0.443, 0.539], [2.108, -0.157, -1.622], [0.098, -0.544, -0.924], [0.529, 2.625, -3.838], [-0.057, -1.636, 3.394], [2.148, -1.780, 0.687], [-3.518, 0.612, -0.885], [-0.626, -1.109, -0.912], [0.533, -0.874, -1.645], [0.039, -0.635, 0.443], [1.048, 0.612, -1.342], [-0.580, 0.545, 1.037], [-0.651, -0.387, 0.462], [0.708, 0.682, 1.281], [-1.415, 0.783, 0.773], [1.073, -0.222, 0.779], [0.013, 0.392, 0.355], [-0.832, -0.158, -1.802]]}

---

| no. | DFT total energy (eV) |
| --- | --- |
| 1 | -40017.88816 |
| 2 | -112757.92694 |
| 3 | -94661.58572 |
| 4 | -34391.24164 |
| 5 | -42279.15575 |
| 6 | -9960.82015 |